Formula: C42H83Cl2NO23P3
Source: the Open Molecules 2025 dataset
Level of theory: ωB97M-V/def2-TZVPD

Properties
HOMO-LUMO gap: 5.57 eV
Charge: -1
E_LUMO: 0.0533 hartree
Total energy: -146397.590 eV

Last column: Mulliken charge in e.
Geometry (Å):
1 C 6.2154 -2.0079 -1.6632  -1.038
2 C 5.8334 -0.9112 -2.7289  -0.566
3 C 4.4028 -0.2489 -2.4679  0.357
4 C 3.4345 -0.4625 -3.7051  -1.067
5 C 1.9169 -0.5202 -3.2470  -0.071
6 C 1.0973 0.7722 -3.6361  -1.336
7 C -0.1970 0.8711 -2.6946  0.423
8 C -0.9442 2.1832 -3.1559  -0.923
9 C -1.6699 2.9197 -1.9327  -0.184
10 O -2.8779 3.5333 -2.4399  -0.399
11 C -3.9398 3.4205 -1.5678  0.776
12 C -5.3577 3.3756 -2.2480  -0.926
13 O -3.8680 3.3966 -0.3647  -0.544
14 O -0.8748 -0.3551 -2.8830  0.378
15 C -1.9931 -0.6029 -2.0205  -0.953
16 P -1.3217 -0.7859 -0.2638  -0.026
17 P -2.1573 -2.3711 0.9646  0.534
18 O -3.6067 -2.2997 1.2550  -0.635
19 O -1.4234 -2.0987 2.4772  -0.210
20 O -1.6127 -3.9079 0.5749  -0.478
21 C -2.8242 -1.8455 -2.6302  -0.326
22 C -1.7410 -3.0359 -2.6111  -1.431
23 C -2.9645 -1.5303 -4.1827  -0.143
24 Cl -3.4642 0.2132 -4.5735  -0.181
25 C -3.9394 -2.4201 -5.0476  -0.157
26 C -3.7831 -3.9707 -4.9680  -0.829
27 Cl -5.6967 -1.8517 -5.0547  -0.168
28 N -4.0063 -2.0681 -1.8458  1.999
29 C -4.6437 -3.3978 -1.8356  0.067
30 O -5.6280 -3.6953 -2.5328  -0.635
31 O -4.2173 -4.3236 -1.0228  -0.703
32 P -5.0609 -0.8522 -1.3499  0.576
33 O -6.1703 -1.5065 -0.5692  -0.834
34 O -5.8322 0.0516 -2.4990  -0.562
35 O -4.4109 0.2411 -0.2527  -0.245
36 H 6.2861 -1.5335 -0.6434  0.211
37 H 7.2364 -2.3911 -1.9403  0.398
38 H 5.5107 -2.8814 -1.6442  0.262
39 H 6.5858 -0.0842 -2.6561  0.289
40 H 5.9060 -1.3569 -3.7595  0.369
41 H 4.5230 0.8653 -2.3549  -0.216
42 H 4.0039 -0.6859 -1.5191  0.140
43 H 3.7058 -1.4269 -4.2111  0.486
44 H 3.5292 0.3838 -4.4376  0.284
45 H 1.7936 -0.7265 -2.1515  0.322
46 H 1.4458 -1.3922 -3.7867  -0.006
47 H 0.7020 0.6086 -4.6829  0.250
48 H 1.6986 1.7187 -3.5927  0.386
49 H 0.2274 1.0812 -1.6745  0.371
50 H -0.1326 2.9067 -3.4653  0.474
51 H -1.6032 2.0695 -4.0473  0.224
52 H -1.8427 2.1935 -1.0986  0.036
53 H -1.0103 3.7295 -1.5178  0.482
54 H -5.3023 2.7538 -3.1750  0.201
55 H -5.6502 4.4159 -2.5673  0.365
56 H -6.1452 3.0206 -1.5455  0.239
57 H -2.6023 0.3520 -2.0335  0.084
58 H -1.8012 0.3836 0.4280  -0.072
59 H -0.8764 -2.8697 2.7137  0.222
60 H -0.7068 -3.7854 0.2254  0.346
61 H -0.7613 -2.7357 -2.1658  0.263
62 H -1.5005 -3.3883 -3.6559  0.303
63 H -2.1015 -3.9493 -2.0765  0.334
64 H -1.9686 -1.6107 -4.6985  0.679
65 H -3.6426 -2.1712 -6.1104  0.504
66 H -3.5402 -4.4209 -3.9829  0.130
67 H -2.9391 -4.2639 -5.6803  0.152
68 H -4.7004 -4.4563 -5.4044  0.319
69 H -6.7310 0.2101 -2.1616  0.305
70 H -5.0259 0.3000 0.5019  0.220
71 O 3.8884 -2.0318 1.4267  -0.536
72 C 3.5148 -1.8385 2.5538  0.584
73 O 3.1021 -2.8650 3.3169  -0.375
74 C 2.8425 -2.7606 4.7238  -0.614
75 C 1.4249 -2.2988 4.9690  -0.300
76 C 3.4058 -0.4366 3.0927  -0.429
77 H 3.5812 -2.1270 5.2185  0.367
78 H 2.9757 -3.7630 5.1336  0.351
79 H 1.2536 -1.3018 4.5603  0.234
80 H 1.2030 -2.2764 6.0376  0.101
81 H 0.7196 -2.9708 4.4758  0.105
82 H 2.4371 -0.0209 2.8142  0.198
83 H 4.1965 0.1650 2.6456  -0.032
84 H 3.5417 -0.3670 4.1709  0.353
85 O 2.7541 2.1168 0.2909  -0.473
86 C 3.4037 3.1235 0.2041  0.709
87 O 2.8138 4.2758 -0.1724  -0.411
88 C 3.4456 5.5586 -0.0998  -0.012
89 C 4.2536 5.8437 -1.3491  -1.071
90 C 4.8953 3.1046 0.4142  -0.516
91 H 4.0390 5.6531 0.8126  -0.018
92 H 2.6382 6.2883 -0.0188  0.356
93 H 5.0678 5.1279 -1.4720  0.259
94 H 4.6802 6.8478 -1.3101  0.392
95 H 3.6224 5.7632 -2.2360  0.319
96 H 5.3876 2.8411 -0.5221  0.213
97 H 5.1279 2.3512 1.1662  0.168
98 H 5.2961 4.0449 0.7910  0.059
99 O -1.1979 0.5984 5.5268  -0.613
100 C -2.1534 1.0015 4.9075  0.792
101 O -2.5078 2.2974 4.9913  -0.423
102 C -3.4807 2.9161 4.1384  -0.214
103 C -4.8807 2.7444 4.6900  -1.076
104 C -3.0163 0.0575 4.1169  -0.075
105 H -3.3886 2.5563 3.1120  0.291
106 H -3.2304 3.9778 4.1155  0.300
107 H -5.1662 1.6924 4.7379  0.283
108 H -5.6056 3.2708 4.0666  0.376
109 H -4.9395 3.1370 5.7074  0.318
110 H -3.7699 -0.3789 4.7735  0.258
111 H -2.3837 -0.7347 3.7194  -0.240
112 H -3.4991 0.5213 3.2583  0.077
113 O -2.6990 -5.5016 -7.5664  -0.567
114 C -3.5838 -6.1981 -7.9866  0.791
115 O -3.3628 -7.5098 -8.2026  -0.373
116 C -4.3951 -8.4578 -8.4922  -0.396
117 C -4.6906 -8.5092 -9.9773  -0.927
118 C -4.9161 -5.6080 -8.3713  -0.841
119 H -5.2872 -8.2617 -7.8944  0.363
120 H -4.0144 -9.4272 -8.1674  0.300
121 H -5.0658 -7.5526 -10.3447  0.273
122 H -5.4345 -9.2782 -10.1943  0.347
123 H -3.7809 -8.7308 -10.5385  0.288
124 H -4.8648 -5.2457 -9.3984  0.296
125 H -5.1272 -4.7715 -7.7055  0.192
126 H -5.7495 -6.3004 -8.2656  0.294
127 O 2.5650 -1.3698 9.5072  -0.581
128 C 1.3824 -1.2553 9.7066  0.800
129 O 0.5056 -1.5584 8.7370  -0.369
130 C -0.9119 -1.6622 8.9374  -0.419
131 C -1.5876 -0.3146 8.7926  -0.845
132 C 0.8684 -0.6807 11.0020  -1.005
133 H -1.1383 -2.1448 9.8910  0.318
134 H -1.2780 -2.3329 8.1589  0.353
135 H -1.2412 0.3922 9.5496  0.265
136 H -2.6707 -0.4164 8.8855  0.381
137 H -1.3568 0.1232 7.8197  0.225
138 H 0.8477 0.4065 10.9286  0.243
139 H 1.5477 -0.9741 11.8018  0.322
140 H -0.1156 -1.0499 11.2852  0.333
141 O 8.3079 6.7128 0.1879  -0.564
142 C 7.9356 6.9220 1.3119  0.812
143 O 7.5339 5.8985 2.0886  -0.387
144 C 7.2777 6.0046 3.4947  -0.441
145 C 5.8531 6.4461 3.7600  -0.794
146 C 7.8160 8.3292 1.8391  -0.979
147 H 8.0133 6.6490 3.9803  0.374
148 H 7.4260 5.0048 3.9049  0.332
149 H 5.6596 7.4413 3.3554  0.260
150 H 5.6499 6.4639 4.8320  0.376
151 H 5.1481 5.7648 3.2796  0.131
152 H 6.8433 8.7353 1.5608  0.234
153 H 8.6005 8.9340 1.3859  0.309
154 H 7.9533 8.4072 2.9163  0.343

---

Formula: C42H84O24
Source: the Open Molecules 2025 dataset
Level of theory: ωB97M-V/def2-TZVPD

Properties
HOMO-LUMO gap: 9.28 eV
Charge: 0
E_LUMO: 0.0047 hartree
Relative energy (zero: lowest compared OMol25 entry of this formula, charge and spin): 2.1754 eV
Total energy: -94050.343 eV

Last column: Mulliken charge in e.
Geometry (Å):
1 C -2.1581 -5.7088 -3.2403  -0.575
2 O -1.2087 -6.4119 -4.0278  -0.258
3 C -1.1612 -6.5383 -5.3970  0.764
4 O -2.0395 -6.1757 -6.2828  -0.627
5 O -0.1608 -7.3469 -5.6470  -0.245
6 C 0.0319 -7.8033 -6.9626  -0.641
7 H -2.6941 -4.9307 -3.7838  0.275
8 H -1.5101 -5.2462 -2.4959  0.212
9 H -2.9337 -6.3444 -2.8131  0.287
10 H -0.9004 -8.3133 -7.2051  0.312
11 H 0.8532 -8.5172 -6.8990  0.215
12 H 0.2851 -7.0583 -7.7169  0.282
13 C -5.2821 -0.4681 0.2072  -0.611
14 O -6.0494 -0.5899 1.3793  -0.210
15 C -7.4041 -0.8532 1.3789  0.700
16 O -8.1764 -0.6930 2.3349  -0.563
17 O -7.7678 -1.5160 0.1890  -0.304
18 C -9.1125 -1.9213 -0.0195  -0.723
19 H -4.2867 -0.1036 0.4607  0.241
20 H -5.6333 0.3187 -0.4603  0.314
21 H -5.1696 -1.4468 -0.2593  0.288
22 H -9.1008 -2.9545 -0.3665  0.270
23 H -9.6058 -1.3311 -0.7918  0.264
24 H -9.7201 -2.0951 0.8685  0.328
25 C 2.0894 10.2226 5.2855  -0.587
26 O 2.7734 9.6232 4.1587  -0.301
27 C 2.3800 8.5379 3.4813  0.757
28 O 1.2410 8.0550 3.3808  -0.574
29 O 3.4876 8.1577 2.7949  -0.265
30 C 3.3034 7.1479 1.7617  -0.703
31 H 2.7179 10.9004 5.8631  0.226
32 H 1.7847 9.3839 5.9115  0.297
33 H 1.2003 10.7324 4.9144  0.270
34 H 4.2674 6.8895 1.3235  0.279
35 H 2.8067 7.4996 0.8574  0.296
36 H 2.8385 6.2146 2.0793  0.304
37 C -6.1584 4.8842 -0.4343  -0.457
38 O -5.1998 5.9497 -0.4371  -0.330
39 C -3.9007 5.8467 -0.5974  0.807
40 O -3.3541 4.7949 -0.8895  -0.585
41 O -3.3213 7.0859 -0.4255  -0.309
42 C -1.9049 7.1496 -0.2201  -0.570
43 H -5.9943 4.1617 -1.2338  0.292
44 H -7.1771 5.2674 -0.4935  0.253
45 H -6.1071 4.3926 0.5373  0.123
46 H -1.5687 6.1919 0.1773  0.299
47 H -1.6541 7.9298 0.4986  0.229
48 H -1.4544 7.4968 -1.1499  0.250
49 C 3.7314 6.2598 -3.5483  -0.692
50 O 2.4662 5.6084 -3.3557  -0.283
51 C 2.4643 4.2767 -3.5891  0.846
52 O 3.4302 3.5284 -3.7011  -0.605
53 O 1.2672 3.9611 -3.9180  -0.322
54 C 0.9030 2.6695 -4.4993  -0.560
55 H 3.5354 7.3048 -3.7883  0.270
56 H 4.2704 5.8697 -4.4116  0.304
57 H 4.4022 6.3467 -2.6936  0.285
58 H 1.6225 2.5374 -5.3073  0.307
59 H -0.0964 2.6932 -4.9338  0.221
60 H 1.0092 1.9260 -3.7093  0.225
61 C 7.9735 -2.7833 4.9043  -1.125
62 C 6.6307 -2.4442 4.3315  0.752
63 O 5.8286 -3.2404 3.8471  -0.596
64 C 6.2905 -1.0010 4.3604  -0.843
65 H 8.0721 -3.8688 4.9096  0.307
66 H 7.9470 -2.3785 5.9160  0.341
67 H 8.8435 -2.4269 4.3528  0.320
68 H 5.5418 -0.7253 5.1030  0.280
69 H 5.9755 -0.9296 3.3194  0.265
70 H 7.2190 -0.4583 4.5378  0.298
71 C -4.8964 -1.0647 -6.1063  -1.028
72 C -3.4535 -1.1876 -5.5605  0.730
73 O -3.1635 -0.7667 -4.4308  -0.582
74 C -2.3855 -1.6882 -6.4605  -0.968
75 H -5.4546 -1.9744 -5.8851  0.280
76 H -4.8870 -0.8612 -7.1771  0.352
77 H -5.3580 -0.3063 -5.4739  0.319
78 H -2.7097 -2.1254 -7.4049  0.330
79 H -1.6932 -2.3385 -5.9258  0.259
80 H -1.8473 -0.8189 -6.8386  0.305
81 C -2.1884 -1.2343 7.0783  -0.985
82 C -1.4178 -1.8162 5.9340  0.755
83 O -1.3880 -1.1906 4.8765  -0.570
84 C -0.6028 -3.0858 6.1403  -1.036
85 H -1.6304 -1.5240 7.9687  0.334
86 H -3.1962 -1.6488 7.1024  0.262
87 H -2.2297 -0.1456 7.0458  0.309
88 H -1.3452 -3.8432 6.3917  0.277
89 H 0.1951 -2.8813 6.8542  0.382
90 H -0.0288 -3.3003 5.2388  0.269
91 C 4.6477 -1.5556 -3.6173  -0.843
92 C 6.0566 -1.5609 -4.2502  0.703
93 O 6.9214 -0.9864 -3.6110  -0.561
94 C 6.3379 -2.1377 -5.6464  -1.020
95 H 3.8289 -1.7782 -4.3014  0.318
96 H 4.4947 -0.6053 -3.1057  0.275
97 H 4.7296 -2.3708 -2.8984  0.218
98 H 5.6184 -2.9343 -5.8355  0.330
99 H 7.3347 -2.5679 -5.7436  0.308
100 H 6.0707 -1.3927 -6.3959  0.272
101 C 6.4243 2.1439 -0.1294  -0.890
102 C 7.6171 3.0973 -0.1475  0.799
103 O 7.8253 3.7757 0.8352  -0.574
104 C 8.5058 3.0385 -1.3810  -1.041
105 H 6.7516 1.1350 -0.3804  0.295
106 H 5.8099 2.3674 -1.0016  0.218
107 H 5.8991 2.1514 0.8256  0.291
108 H 9.5285 3.3000 -1.1095  0.339
109 H 8.1056 3.7345 -2.1183  0.253
110 H 8.6609 2.0351 -1.7775  0.314
111 C -6.4816 4.2575 4.4038  -1.112
112 C -5.4105 3.6054 5.1690  0.775
113 O -5.2885 3.6041 6.3967  -0.593
114 C -4.5662 2.6250 4.3528  -0.729
115 H -6.0684 5.1382 3.9122  0.284
116 H -7.3380 4.4556 5.0483  0.333
117 H -6.8297 3.6542 3.5653  0.310
118 H -4.9363 1.6493 4.6677  0.234
119 H -3.5029 2.8298 4.4781  0.330
120 H -4.7762 2.8120 3.2997  0.169
121 C -0.1141 1.3881 0.2911  -1.092
122 C 0.8558 0.2103 0.0656  0.940
123 O 2.0029 0.2068 0.5667  -0.614
124 C 0.2940 -1.0118 -0.4988  -1.021
125 H -0.9732 1.4680 -0.3750  0.352
126 H 0.5097 2.2818 0.2698  0.275
127 H -0.5092 1.2736 1.3005  0.306
128 H -0.3964 -1.5427 0.1566  0.267
129 H 1.0249 -1.7224 -0.8847  0.303
130 H -0.3798 -0.7089 -1.3003  0.285
131 C -2.5840 -5.5886 2.7669  -0.862
132 C -3.9974 -6.0774 2.4456  0.731
133 O -4.1464 -6.6479 1.3718  -0.578
134 C -5.1505 -5.8134 3.3906  -0.928
135 H -1.7882 -6.1679 2.2987  0.300
136 H -2.4445 -5.6121 3.8476  0.285
137 H -2.5697 -4.5595 2.4079  0.221
138 H -5.7665 -6.7084 3.3024  0.314
139 H -5.7259 -4.9323 3.1065  0.212
140 H -4.7714 -5.7547 4.4109  0.306
141 C 3.2700 -5.6627 0.4376  -0.941
142 C 2.8819 -6.3644 -0.8390  0.866
143 O 2.8896 -5.7934 -1.8994  -0.559
144 C 2.5304 -7.8170 -0.8614  -1.051
145 H 2.3313 -5.6762 0.9914  0.242
146 H 3.6262 -4.6574 0.2127  0.231
147 H 4.0264 -6.2608 0.9459  0.345
148 H 3.4046 -8.4343 -0.6547  0.303
149 H 2.0950 -8.2449 -1.7644  0.272
150 H 1.7667 -7.9808 -0.1011  0.294